1.
109
Properties=species:S:1:pos:R:3:forces:R:3 method="wB97M-V/def2-TZVPD" total_energy_ev=-95065.469 homo_ev=-4.44 charge=-1 de_lowest_kcal_mol=589.0 largest_force_ev_per_a=10.0 lumo_energy_ha=-0.0556 homo_lumo_gap_ha=0.10749
N -6.404030 0.940362 0.137677 0.652 -0.586 -0.997
C -4.909567 0.555154 0.168905 -0.583 -0.760 0.321
C -4.634227 -0.280678 -1.211464 0.276 -0.183 -0.175
C -3.144432 -0.097879 -1.863352 -0.330 -1.128 -1.177
C -3.304847 0.655768 -3.323067 0.567 0.465 -0.635
C -2.128718 1.758506 -3.645956 0.295 0.389 1.371
C -0.668304 1.091080 -4.010733 -0.159 -0.714 -0.557
C 0.218772 1.940363 -5.096888 0.763 -0.232 0.289
C 0.251584 3.560576 -4.847311 0.925 0.527 -0.693
C 1.788462 4.157053 -4.570001 -1.252 0.140 1.024
C 2.232699 3.784164 -3.012245 0.186 0.117 -0.872
C 3.840782 4.105436 -2.848501 -0.515 -0.378 0.436
C 4.392577 3.827113 -1.294288 0.370 0.068 -1.020
C 5.218477 2.375680 -1.253123 -1.464 0.238 -1.217
N 4.875336 1.533250 -0.035994 -0.171 -3.905 3.524
C 5.307218 0.060643 0.054996 -2.078 -0.329 4.139
C 4.785113 -0.616724 1.465253 -0.684 5.014 -1.898
C 3.975286 0.578008 2.243733 2.577 1.358 -5.433
C 4.124313 1.864365 1.237392 0.415 -2.837 0.278
C -4.749476 -0.469568 1.448534 -2.219 0.958 -0.014
O -3.383378 -0.578494 1.982623 -2.302 -0.373 -1.252
N -2.549731 -1.206096 1.133576 3.342 1.163 3.504
O -1.450080 -1.150635 1.713040 -2.545 -0.629 -2.848
C -4.089048 1.966220 0.311834 3.360 5.902 0.988
O -4.156539 2.819782 -0.732251 -0.452 -4.618 3.798
O -3.320495 2.420084 1.487056 -4.319 -3.695 -5.573
H -6.971632 0.083235 -0.129602 1.061 1.183 0.323
H -6.469383 1.585251 -0.695540 0.117 -0.747 1.221
H -4.834218 -1.442461 -1.026070 0.402 2.482 -0.182
H -5.467285 0.049436 -1.990335 1.952 -0.559 1.545
H -2.338471 0.373058 -1.158959 -1.827 -0.537 -1.307
H -2.752714 -1.196758 -2.115363 -0.678 2.334 0.634
H -3.242178 -0.185983 -4.166441 -0.341 1.807 1.659
H -4.338518 1.243312 -3.425324 2.263 -1.448 0.465
H -2.495369 2.546597 -4.449669 0.856 -1.830 1.402
H -1.978527 2.377922 -2.636782 -0.512 -1.197 -2.182
H 0.007507 0.885503 -3.053754 -1.639 0.643 -1.870
H -0.877039 0.012184 -4.472345 0.505 2.217 0.879
H -0.099142 1.712041 -6.219873 0.469 0.493 2.489
H 1.340197 1.551433 -4.991479 -2.277 0.748 -0.327
H -0.103612 4.063949 -5.868768 0.453 -0.867 2.455
H -0.383748 3.925201 -3.918173 1.043 -0.906 -2.143
H 2.567236 3.769552 -5.369714 -1.578 0.818 1.677
H 1.663215 5.334863 -4.600497 0.593 -2.365 -0.217
H 1.959517 2.638818 -2.834963 0.795 2.421 -0.153
H 1.599599 4.452860 -2.260518 1.327 -1.495 -1.595
H 4.398247 3.401527 -3.619970 -0.909 1.655 1.546
H 4.010621 5.240981 -3.107118 -0.269 -2.314 0.337
H 3.424359 3.819571 -0.625136 2.232 -0.048 -1.114
H 5.140038 4.713668 -1.017755 -1.796 -2.013 -0.297
H 4.813145 1.766760 -2.196608 0.890 1.187 2.113
H 6.370211 2.507945 -1.434415 -2.185 -0.174 0.808
H 5.906180 -0.580783 -0.734514 -1.445 2.057 1.534
H 4.921281 -1.722701 1.879096 -0.259 2.743 -1.285
H 3.401463 0.608917 3.264193 1.361 -0.103 -2.388
H 3.714603 2.976710 1.366955 1.029 -2.946 -0.278
H -5.426939 -0.080035 2.351034 1.864 -0.644 -2.009
H -5.232306 -1.494759 1.121139 1.408 1.716 0.707
C 9.686296 0.477058 1.144168 0.787 -0.834 -0.153
O 9.824749 1.771032 1.699108 0.557 2.877 0.501
P 9.643194 2.145087 3.378446 -6.392 -7.629 0.317
O 9.633401 0.665181 3.775133 1.393 0.617 -0.322
O 8.116737 2.694904 3.117887 1.666 1.448 1.220
C 7.129557 1.842582 2.579248 -0.308 -0.423 -0.788
O 9.461619 2.519140 5.057685 1.400 3.040 -1.612
C 10.684025 2.837877 5.688734 0.492 0.184 0.400
H 10.633298 0.202121 0.671658 -0.068 -0.106 0.005
H 9.403957 -0.308133 1.845289 0.130 0.393 0.135
H 8.919630 0.519524 0.365441 -0.019 0.411 0.016
H 7.291094 0.797457 2.855846 0.139 0.125 0.009
H 7.115632 1.938107 1.489640 -0.097 -0.157 0.103
H 6.156214 2.153740 2.965241 0.361 0.146 0.013
H 11.130365 3.714547 5.207868 0.129 -0.019 0.381
H 11.373933 1.991738 5.626050 0.068 -0.002 0.038
H 10.493299 3.066859 6.739587 -0.064 -0.039 -0.155
C -12.822918 -2.121633 -2.415521 -0.945 -0.640 0.001
O -11.504934 -2.475719 -2.788399 2.525 -0.624 -1.454
P -10.328511 -3.153715 -1.716296 -4.608 4.918 7.279
O -11.370818 -3.397519 -0.620059 -0.003 -0.952 -1.185
O -9.612368 -1.686266 -1.531920 1.257 -1.637 -0.511
C -10.339943 -0.592847 -1.015994 -0.607 0.597 -0.281
O -9.152132 -3.831646 -0.644255 1.325 -0.208 -3.521
C -8.884943 -5.193350 -0.905912 0.262 -0.710 -0.042
H -13.520736 -2.709576 -3.018050 -0.063 0.067 0.100
H -13.067394 -2.259629 -1.362430 0.357 -0.193 -0.174
H -12.974264 -1.065772 -2.656869 0.343 0.002 -0.238
H -11.120036 -0.908528 -0.318366 0.064 -0.166 -0.101
H -10.787250 -0.027442 -1.838671 -0.048 0.008 0.131
H -9.647352 0.062762 -0.483356 0.134 -0.219 -0.159
H -8.497825 -5.304779 -1.924109 0.143 -0.291 0.247
H -9.796446 -5.786496 -0.791058 -0.003 -0.067 0.001
H -8.133689 -5.551273 -0.198373 -0.094 0.150 -0.068
C -0.347504 -3.742416 2.687425 -1.162 -0.597 0.186
O 0.970480 -4.096502 2.314546 2.931 -0.660 -1.398
P 2.146902 -4.774498 3.386649 -5.005 4.841 7.006
O 1.104596 -5.018303 4.482886 0.138 -0.979 -1.077
O 2.863045 -3.307049 3.571025 1.393 -1.613 -0.508
C 2.135470 -2.213631 4.086951 -0.731 0.633 -0.360
O 3.323281 -5.452429 4.458690 1.463 -0.277 -3.400
C 3.590471 -6.814133 4.197034 0.211 -0.580 -0.033
H -1.045323 -4.330359 2.084895 -0.070 0.084 0.073
H -0.591980 -3.880412 3.740515 0.352 -0.236 -0.188
H -0.498851 -2.686556 2.446076 0.497 -0.305 -0.240
H 1.355377 -2.529311 4.784580 0.067 -0.160 -0.116
H 1.688163 -1.648225 3.264275 -0.065 0.000 0.147
H 2.828061 -1.558021 4.619588 0.162 -0.237 -0.136
H 3.977588 -6.925561 3.178836 0.132 -0.308 0.217
H 2.678967 -7.407280 4.311887 -0.002 -0.078 -0.004
H 4.341725 -7.172055 4.904572 -0.086 0.124 -0.059


2.
102
Properties=species:S:1:pos:R:3:forces:R:3 method="wB97M-V/def2-TZVPD" total_energy_ev=-114567.533 homo_ev=-3.51 charge=-1 largest_force_ev_per_a=2.7 lumo_energy_ha=0.0781 homo_lumo_gap_ha=0.20705
C 0.085477 -5.574322 0.724647 -0.539 0.155 -1.098
P 1.606218 -5.612676 -0.415981 -0.056 -1.271 -0.013
O 0.926269 -5.261221 -1.980277 -0.610 -0.180 0.971
Ga 3.164504 -3.970108 0.202909 0.075 1.426 0.072
C 5.123331 -4.435419 -0.218398 0.216 0.186 -0.378
C 5.378028 -5.230324 -1.567619 0.199 -0.388 0.699
C 4.315673 -4.997202 -2.667000 -0.188 -0.394 -0.558
O 4.037805 -3.946672 -3.190509 0.434 -0.075 0.477
O 3.659440 -6.139373 -3.112216 0.842 0.486 0.594
C 2.783973 -2.096339 -0.588122 0.031 1.674 -0.183
C 3.428631 -0.963424 0.110673 -1.341 0.200 -1.925
C 3.263105 0.399851 -0.370237 -0.575 -2.397 -0.459
C 2.454151 0.607729 -1.555462 -0.071 -0.610 0.117
C 1.780773 -0.466213 -2.264941 1.534 -1.101 1.866
C 1.961864 -1.834446 -1.763240 0.920 1.822 0.931
H -0.634487 -4.830574 0.276175 0.579 -0.388 0.818
H 0.338686 -5.357271 1.787890 -0.189 -0.063 -0.857
H -0.414927 -6.577817 0.625643 0.485 0.868 0.366
H 0.183479 -5.889359 -2.040133 0.501 0.328 -0.272
H 3.029030 -3.790259 1.807935 -0.033 -0.212 -0.052
H 5.533346 -4.990540 0.665503 -0.211 0.209 -0.931
H 5.708964 -3.472601 -0.271867 -0.733 -0.785 0.098
H 6.390071 -4.912201 -1.946313 -1.054 -0.491 -0.093
H 5.402479 -6.322402 -1.317756 -0.009 0.887 -0.478
H 2.999294 -5.833117 -3.760559 0.187 0.098 0.413
H 4.057041 -1.173602 1.012303 -0.641 0.249 -0.855
H 3.782644 1.205440 0.191665 -0.649 -0.413 -0.806
H 2.355495 1.647000 -1.939246 0.043 -0.803 0.301
H 1.148835 -0.300457 -3.166320 0.655 0.105 0.898
H 1.486021 -2.699439 -2.271840 0.348 0.761 0.326
C 8.813418 5.406349 -1.933324 -0.016 -0.252 0.182
O 8.550021 5.395925 -0.541151 0.070 0.317 -0.308
C 7.990444 6.609390 -0.047857 -0.169 -0.079 0.480
C 6.514236 6.444027 0.297364 0.186 -0.219 -0.379
N 5.697192 6.287074 -0.901028 -0.038 -0.032 0.134
C 4.332210 5.817599 -0.647727 0.125 -0.037 -0.154
C 4.142565 4.470388 0.060192 -0.289 -0.021 -0.167
O 4.521640 3.341315 -0.709189 0.127 0.356 0.248
C 5.912143 3.074379 -0.731394 -0.167 -0.238 -0.242
H 9.447995 4.548661 -2.158665 -0.026 0.023 0.084
H 7.891306 5.300171 -2.511417 0.035 0.123 -0.152
H 9.337437 6.317253 -2.235513 -0.045 0.032 -0.026
H 8.149592 7.445208 -0.738610 -0.074 -0.145 -0.113
H 8.529533 6.843357 0.875228 -0.013 0.019 -0.012
H 6.174058 7.321747 0.853842 -0.025 0.028 0.006
H 6.434935 5.570842 0.957072 0.084 0.104 0.141
H 6.144051 5.630716 -1.528042 0.005 0.038 0.081
H 3.842281 5.750523 -1.623171 -0.059 -0.029 0.077
H 3.800402 6.590901 -0.082122 0.034 -0.044 0.070
H 3.069783 4.352717 0.237420 0.011 -0.021 -0.040
H 4.613603 4.440458 1.049420 0.168 0.018 -0.041
H 6.399000 3.321000 0.215950 0.000 0.105 -0.032
H 6.385928 3.610390 -1.557204 0.220 0.047 0.099
H 6.048267 2.008542 -0.920762 -0.141 -0.001 0.038
C -5.210518 3.202664 -1.803971 0.304 0.124 -0.022
O -4.197531 3.390498 -0.832929 -0.452 -0.103 -0.034
C -4.381005 2.618555 0.352429 0.461 -0.036 0.315
C -3.384238 1.467601 0.431537 -0.199 0.145 -0.369
N -3.675664 0.436526 -0.558671 0.028 0.012 0.088
C -2.595422 -0.538104 -0.752778 -0.113 0.085 -0.195
C -1.220965 -0.029594 -1.200400 -0.075 -0.410 0.020
O -1.186486 0.467452 -2.533366 -0.171 0.195 0.231
C -1.670505 1.786086 -2.689770 0.104 -0.269 -0.245
H -5.112893 3.996849 -2.545444 0.045 0.000 0.071
H -5.090603 2.246554 -2.321184 -0.195 -0.062 -0.016
H -6.208082 3.260839 -1.359579 -0.022 -0.062 -0.003
H -5.412956 2.262934 0.453937 0.045 -0.042 -0.195
H -4.185589 3.293327 1.191369 -0.015 -0.016 -0.002
H -3.420324 1.027619 1.432011 0.001 -0.050 0.015
H -2.385405 1.897231 0.284379 -0.007 0.068 0.171
H -3.870535 0.872081 -1.450768 0.044 0.017 0.083
H -2.949870 -1.243940 -1.510180 0.079 -0.032 0.040
H -2.473934 -1.107573 0.174884 0.082 0.089 0.021
H -0.546084 -0.887352 -1.191540 0.004 0.065 -0.009
H -0.787001 0.696039 -0.504642 -0.057 0.112 -0.050
H -1.440511 2.418768 -1.828520 -0.089 -0.031 0.043
H -2.747155 1.773827 -2.879707 -0.078 0.240 0.104
H -1.194173 2.220251 -3.571017 0.073 -0.067 0.020
C -9.082421 -1.388569 4.035547 0.207 -0.119 0.209
O -8.544607 -2.695531 4.128963 -0.309 0.226 -0.224
C -8.709649 -3.475694 2.946989 0.299 -0.459 0.008
C -7.389506 -3.651540 2.204382 -0.117 0.442 0.214
N -6.947090 -2.403043 1.593325 0.072 -0.166 0.061
C -5.554055 -2.411627 1.133230 -0.096 0.270 0.072
C -4.451546 -2.688105 2.162086 0.150 0.091 -0.311
O -4.264257 -1.653172 3.119362 -0.112 -0.236 0.027
C -5.190543 -1.655017 4.188830 0.224 0.266 -0.077
H -9.122327 -0.971860 5.042776 0.019 -0.085 -0.014
H -8.442705 -0.739588 3.430848 -0.139 0.106 -0.107
H -10.094650 -1.399928 3.622323 0.011 0.026 -0.058
H -9.487091 -3.067318 2.291511 0.117 0.160 0.048
H -9.047227 -4.463301 3.275543 -0.008 0.014 -0.016
H -7.512132 -4.410398 1.426983 0.009 -0.012 -0.030
H -6.658828 -4.025501 2.932938 -0.093 -0.185 -0.001
H -7.053904 -1.648278 2.258370 -0.015 -0.079 -0.028
H -5.363665 -1.424646 0.700656 0.114 -0.076 -0.046
H -5.463634 -3.134539 0.315332 0.031 -0.052 0.077
H -3.509867 -2.746451 1.610632 -0.017 0.029 0.029
H -4.566538 -3.658029 2.658868 -0.122 0.044 0.117
H -5.490008 -2.665480 4.478682 -0.081 0.010 -0.075
H -6.066599 -1.055174 3.930636 -0.184 -0.131 0.135
H -4.716951 -1.177920 5.048487 0.089 -0.030 -0.056